1.
ORCA calculation (ωB97M-V/def2-TZVPD) on 8 unconnected molecules or ions with the total composition C32H56N8 in a non-equilibrium geometry.

Atoms and positions in Å:
C  -1.743  0.965  0.531
C  -1.981  0.424  -0.877
C  -0.729  -0.104  -1.580
C  0.310  0.881  -1.968
N  1.126  1.641  -2.282
H  -1.156  0.353  1.217
H  -2.658  1.155  1.091
H  -1.313  1.963  0.450
H  -2.633  1.051  -1.485
H  -2.552  -0.495  -0.744
H  -0.909  -0.650  -2.506
H  -0.297  -0.846  -0.908
C  4.037  -0.357  -4.830
C  3.728  -0.961  -3.391
C  2.386  -1.674  -3.366
C  2.289  -2.600  -2.247
N  2.204  -3.321  -1.337
H  5.051  0.039  -4.894
H  3.356  0.448  -5.107
H  4.189  -1.166  -5.545
H  3.690  -0.098  -2.727
H  4.512  -1.643  -3.060
H  2.306  -2.322  -4.239
H  1.519  -1.021  -3.469
C  -1.627  1.382  -7.910
C  -0.614  2.380  -7.252
C  0.191  1.820  -5.964
C  -0.136  0.455  -5.471
N  -0.358  -0.574  -5.013
H  -2.479  1.250  -7.243
H  -1.168  0.394  -7.922
H  -2.021  1.567  -8.910
H  -1.116  3.326  -7.051
H  0.223  2.613  -7.911
H  0.288  2.578  -5.187
H  1.196  1.546  -6.284
C  5.364  2.526  1.658
C  3.810  2.788  1.505
C  3.158  2.249  0.292
C  3.274  0.759  0.286
N  3.389  -0.388  0.398
H  5.486  1.474  1.916
H  5.803  3.093  2.479
H  5.976  2.618  0.761
H  3.643  3.859  1.624
H  3.224  2.326  2.299
H  3.454  2.590  -0.701
H  2.075  2.337  0.374
C  -3.113  5.354  2.100
C  -3.955  4.224  2.711
C  -3.053  3.188  3.409
C  -2.411  3.667  4.675
N  -1.923  4.063  5.608
H  -2.545  5.840  2.893
H  -3.753  6.029  1.532
H  -2.384  4.863  1.456
H  -4.625  3.802  1.962
H  -4.612  4.669  3.458
H  -2.365  2.801  2.658
H  -3.709  2.381  3.736
C  -1.890  -3.145  -1.066
C  -2.239  -4.601  -1.232
C  -1.774  -5.423  -0.027
C  -0.311  -5.480  0.187
N  0.898  -5.544  0.321
H  -2.298  -2.696  -0.160
H  -2.356  -2.602  -1.888
H  -0.819  -2.941  -1.064
H  -1.794  -5.026  -2.132
H  -3.320  -4.711  -1.312
H  -2.203  -6.420  -0.135
H  -2.136  -5.023  0.920
C  -4.055  -0.894  3.618
C  -3.059  -1.018  4.774
C  -2.631  -2.485  4.980
C  -2.018  -2.944  3.749
N  -1.492  -3.282  2.753
H  -5.044  -0.877  4.077
H  -3.966  -1.684  2.872
H  -3.943  0.022  3.038
H  -3.484  -0.555  5.664
H  -2.151  -0.488  4.482
H  -3.502  -3.090  5.232
H  -1.990  -2.600  5.854
C  3.895  -0.774  3.827
C  2.455  -0.944  4.293
C  1.362  -1.193  3.187
C  1.664  -2.394  2.389
N  1.909  -3.348  1.834
H  4.399  -1.696  3.537
H  4.428  -0.312  4.658
H  4.045  -0.080  3.000
H  2.170  0.028  4.697
H  2.261  -1.619  5.128
H  1.260  -0.311  2.554
H  0.408  -1.359  3.688

Atomic forces in eV per Å
-0.17 1.12 -0.04
-0.43 -1.26 0.47
0.70 0.38 -0.22
0.38 0.56 0.26
-0.82 -0.69 0.24
0.34 -0.24 -0.46
-0.44 -0.24 -0.34
0.51 0.03 0.16
0.39 0.34 0.00
-0.25 -0.05 -0.09
-0.50 0.01 -0.03
0.44 0.13 0.02
0.96 -1.03 1.20
0.15 1.47 -1.43
0.13 -0.73 -0.63
-0.61 -0.75 1.90
0.18 1.09 -1.58
0.05 0.54 0.64
-0.19 -0.40 -0.21
-1.05 -0.06 -0.36
0.10 -0.23 0.36
0.04 0.13 -0.11
0.09 -0.03 -0.31
0.15 0.09 0.40
0.70 -0.37 1.23
0.30 -0.88 0.00
-0.35 -0.89 -1.29
-0.95 1.29 0.55
0.01 -0.14 -0.19
-0.13 0.17 0.02
0.09 -0.09 -0.25
0.39 0.57 0.09
0.10 -0.11 0.39
-0.35 0.07 -0.41
-0.22 -0.43 0.22
0.39 0.82 -0.31
-1.18 -0.96 0.24
1.70 0.87 1.01
-0.86 -1.96 -1.25
0.53 -0.57 0.13
-0.18 1.08 -0.24
0.04 -0.12 0.16
-0.13 0.16 -0.16
-0.35 0.55 -0.18
-0.17 0.08 -0.33
0.54 0.00 0.58
0.14 0.31 0.18
-0.12 0.65 -0.21
-0.12 -1.02 0.17
0.26 1.17 0.68
-0.97 -0.05 0.43
-1.40 -1.05 -4.01
1.28 1.01 2.66
-0.16 0.35 -0.12
0.32 0.17 0.10
0.08 0.33 -0.38
0.32 -0.47 0.00
-0.14 -0.07 0.12
0.41 -0.05 0.49
0.14 -0.33 -0.11
-0.22 0.67 -0.52
0.42 -0.12 0.75
0.18 -0.16 0.36
6.54 -0.66 0.14
-7.16 0.08 -0.78
-0.07 -0.30 0.27
0.19 0.23 -0.19
0.06 -0.29 -0.07
0.01 0.12 -0.08
-0.05 -0.07 -0.01
0.38 -0.25 0.18
-0.40 0.19 -0.08
-0.37 0.25 0.23
0.51 0.02 -0.90
-0.83 0.55 0.76
1.85 -1.44 -2.56
-1.59 0.99 2.61
-0.26 -0.21 -0.49
-0.10 -0.21 0.22
0.06 0.20 0.25
0.26 -0.21 0.11
0.09 0.25 0.33
-0.13 -0.18 -0.31
0.41 0.05 -0.27
0.29 -0.22 0.41
-1.20 1.02 -0.88
0.91 -0.50 0.52
-0.70 2.45 1.37
0.69 -1.90 -0.98
-0.14 -0.08 0.10
0.30 -0.25 0.11
-0.55 -0.05 -0.13
-0.11 0.19 0.18
0.59 -0.39 -0.21
0.13 -0.11 -0.17
-0.08 0.01 -0.06

HOMO level (Ha): -0.355
Net charge: 0
Multiplicity: 1
LUMO energy (eV): 0.25
SMILES: CCCC#N.CCCC#N.CCCC#N.CCCC#N.CCCC#N.CCCC#N.CCCC#N.CCCC#N

---

2.
ORCA calculation (ωB97M-V/def2-TZVPD) on C2H3NS2 in the gas phase in a non-equilibrium geometry.

Atoms and positions in Å:
C  -0.392  -1.241  -0.059
C  1.090  0.935  0.281
N  -1.440  -0.653  -0.296
S  1.154  -0.457  -0.617
S  -2.098  0.758  -0.580
H  -0.145  -2.151  0.275
H  0.364  0.946  1.155
H  1.466  1.863  -0.158

Atomic forces in eV per Å
1.94 2.65 -1.99
-1.48 1.09 0.89
-2.18 0.36 0.69
0.54 -0.37 0.02
0.29 -0.02 -0.17
-0.34 -3.60 1.28
1.37 0.23 -1.09
-0.15 -0.34 0.37

HOMO level (alpha / beta) (Ha): -0.314 / -0.280
Net charge: 0
Multiplicity: 1
LUMO energy (alpha / beta) (eV): -0.27 / -1.36

---

3.
ORCA calculation (ωB97M-V/def2-TZVPD) on C9H13NO in the gas phase in a non-equilibrium geometry.

Atoms and positions in Å:
C  -1.376  0.643  0.960
C  -1.173  -0.736  1.024
C  0.253  -1.259  -0.906
C  -0.787  1.614  0.173
C  0.633  0.019  -1.215
C  -0.607  -1.651  0.229
C  0.401  1.301  -0.731
C  -0.745  -3.125  0.577
C  0.555  2.579  -1.563
N  1.808  0.563  1.347
O  1.718  1.515  0.423
H  -2.167  0.892  1.741
H  -1.836  -1.237  1.769
H  0.655  -1.945  -1.610
H  -1.044  2.651  0.437
H  1.345  0.194  -2.085
H  -1.247  -3.688  -0.143
H  -1.406  -3.248  1.312
H  0.234  -3.604  0.749
H  1.400  2.417  -2.163
H  0.623  3.497  -0.959
H  -0.305  2.593  -2.153
H  2.207  -0.357  0.976
H  0.862  0.374  1.810

Atomic forces in eV per Å
-0.54 2.97 0.29
-1.82 -2.80 0.61
-0.18 2.10 0.71
0.04 -2.47 1.64
1.13 -1.81 -3.01
1.34 -0.45 -1.11
-1.08 4.57 5.02
2.95 1.39 -2.16
0.78 -1.43 1.29
-0.49 -2.57 1.53
-1.38 0.83 -2.34
1.14 0.49 -1.26
0.70 0.59 -0.22
0.14 -1.07 -0.05
0.19 -0.46 -0.68
-0.80 -1.13 0.79
-0.40 -0.79 -2.11
-2.02 -0.26 3.79
-0.44 0.20 0.18
1.31 0.40 -1.07
0.11 -0.65 -0.11
-1.38 0.43 -1.24
-0.92 1.52 0.32
1.62 0.36 -0.82

HOMO level (alpha / beta) (Ha): -0.278 / -0.278
Net charge: 0
Multiplicity: 1
LUMO energy (alpha / beta) (eV): -0.01 / -0.01
SMILES: CC1=CC=C[C@@](C)(ON)C=C1

---

What is the formula in the first record? C32H56N8